No. 1
{"formula": "C30H31Cl3N2O2PSc", "method": "the ωB97M-V functional and the def2-TZVPD basis", "species": ["Sc", "Cl", "C", "C", "C", "Cl", "C", "O", "C", "Cl", "C", "H", "H", "C", "C", "N", "C", "C", "C", "C", "N", "H", "H", "H", "H", "H", "H", "H", "H", "H", "H", "H", "H", "H", "H", "O", "P", "C", "C", "C", "C", "C", "C", "C", "C", "C", "C", "C", "C", "C", "C", "C", "C", "C", "C", "H", "H", "H", "H", "H", "H", "H", "H", "H", "H", "H", "H", "H", "H", "H"], "coordinates": [[-0.2634, 0.2693, 0.7840], [0.6948, -6.4595, -0.1035], [0.1222, -4.8368, -0.1509], [1.0403, -3.7941, -0.1361], [0.5280, -2.5162, -0.1874], [1.6592, -1.1382, -0.1588], [-0.8304, -2.2135, -0.2390], [-1.2610, -0.9327, -0.2695], [-1.7146, -3.2922, -0.2299], [-3.4078, -2.9840, -0.2451], [-1.2447, -4.5953, -0.1947], [2.1024, -3.9859, -0.1010], [-1.9434, -5.4193, -0.1995], [-2.3763, -2.4516, 6.3029], [-2.2096, -1.0045, 5.8782], [-1.0917, -0.8098, 4.9333], [0.2636, -0.8983, 5.5038], [0.9945, -2.1981, 5.1952], [-1.2738, -0.6772, 3.6309], [-2.6624, -0.6949, 3.0694], [-0.2675, -0.5304, 2.7750], [-3.2076, -2.5475, 6.9994], [-1.4860, -2.8224, 6.8075], [-2.5776, -3.0969, 5.4461], [-2.0018, -0.3664, 6.7384], [-3.1174, -0.6192, 5.4235], [0.1502, -0.7864, 6.5808], [0.8318, -0.0252, 5.1696], [0.4538, -3.0584, 5.5821], [1.9744, -2.1752, 5.6713], [1.1505, -2.3636, 4.1287], [-3.2295, 0.1837, 3.3822], [-3.1987, -1.5860, 3.3974], [-2.6372, -0.7195, 1.9806], [0.6416, -0.5446, 3.2292], [0.0819, 2.1755, 0.2005], [-0.3323, 3.2439, 1.2502], [-0.0539, 4.8755, 0.6468], [-0.4138, 5.1550, -0.6756], [-0.2371, 6.4315, -1.1729], [0.2849, 7.4278, -0.3533], [0.6388, 7.1510, 0.9593], [0.4740, 5.8722, 1.4653], [0.6306, 2.9381, 2.7335], [0.1144, 2.9561, 4.0301], [0.9583, 2.7557, 5.1117], [2.3124, 2.5183, 4.9088], [2.8300, 2.4805, 3.6211], [1.9953, 2.6987, 2.5357], [-2.0780, 2.9005, 1.5354], [-2.8173, 3.6001, 2.4966], [-4.1702, 3.3586, 2.6525], [-4.8178, 2.4317, 1.8396], [-4.1082, 1.7613, 0.8570], [-2.7474, 2.0011, 0.7004], [-0.8140, 4.3785, -1.3163], [-0.5015, 6.6550, -2.1968], [0.4196, 8.4267, -0.7452], [1.0508, 7.9299, 1.5856], [0.7699, 5.6582, 2.4856], [-0.9374, 3.1231, 4.2135], [0.5621, 2.7926, 6.1177], [2.9656, 2.3728, 5.7592], [3.8849, 2.3064, 3.4592], [2.4119, 2.7112, 1.5340], [-2.3524, 4.3680, 3.1029], [-4.7308, 3.9135, 3.3923], [-5.8797, 2.2624, 1.9557], [-4.6042, 1.0696, 0.1899], [-2.2691, 1.5239, -0.1555]], "atomic_forces_ev_per_a": [[0.078, -0.069, 0.193], [-0.007, 0.022, -0.005], [0.118, -0.039, 0.016], [-0.186, -0.112, -0.042], [0.094, 0.001, 0.015], [-0.070, -0.101, -0.012], [-0.131, 0.176, -0.062], [0.022, -0.149, -0.070], [0.051, -0.180, 0.003], [0.009, 0.050, 0.001], [0.029, 0.146, -0.008], [0.016, 0.007, 0.003], [-0.004, -0.015, -0.001], [0.008, -0.081, -0.023], [-0.001, 0.141, -0.042], [0.010, -0.221, 0.000], [-0.048, 0.085, -0.003], [0.078, -0.030, -0.008], [0.079, -0.038, 0.047], [-0.083, -0.041, -0.068], [0.067, 0.477, -0.257], [-0.022, 0.053, -0.004], [0.025, -0.014, 0.027], [0.008, 0.015, -0.001], [0.007, -0.034, 0.008], [-0.018, -0.030, 0.026], [-0.009, -0.009, -0.008], [0.030, -0.028, -0.012], [-0.030, -0.015, 0.027], [-0.003, -0.012, 0.007], [-0.027, 0.021, 0.002], [0.016, -0.004, 0.016], [-0.009, 0.039, 0.009], [0.030, -0.026, 0.013], [-0.047, -0.003, 0.033], [0.003, -0.253, 0.341], [-0.073, -0.056, -0.239], [-0.036, 0.054, -0.051], [-0.030, -0.031, -0.043], [0.026, 0.056, 0.044], [-0.014, -0.027, -0.011], [0.003, 0.044, -0.027], [0.049, -0.002, 0.094], [-0.056, 0.048, 0.081], [-0.025, -0.024, 0.017], [0.053, -0.022, -0.005], [-0.031, 0.006, 0.034], [-0.005, -0.006, -0.045], [0.038, 0.038, -0.068], [-0.119, 0.292, 0.080], [0.047, 0.035, 0.024], [-0.034, -0.030, -0.028], [0.040, 0.013, -0.011], [0.012, 0.006, 0.079], [0.044, -0.204, -0.121], [-0.003, -0.017, 0.020], [-0.009, -0.006, -0.010], [0.004, 0.008, -0.004], [0.003, -0.001, 0.009], [-0.023, -0.031, -0.010], [-0.020, 0.015, -0.047], [-0.019, 0.003, 0.004], [0.015, -0.001, -0.006], [0.009, -0.001, 0.015], [-0.012, -0.005, 0.008], [0.046, -0.010, -0.016], [-0.005, 0.002, 0.010], [-0.009, -0.010, -0.007], [-0.024, -0.007, -0.001], [0.074, 0.139, 0.067]], "total_energy_ev": -106236.9517, "gap_ev": 8.0, "de_lowest_kcal_mol": 15.1, "charge": 2, "largest_force_ev_per_a": 0.5, "homo_ev": -13.72}



No. 2
{"formula": "C30H31FN4O14S", "method": "the ωB97M-V functional and the def2-TZVPD basis", "species": ["C", "C", "C", "C", "C", "C", "N", "O", "O", "H", "H", "H", "H", "H", "C", "C", "C", "C", "C", "C", "N", "O", "O", "H", "H", "H", "H", "H", "C", "C", "C", "C", "C", "C", "N", "O", "O", "H", "H", "H", "H", "H", "C", "C", "C", "C", "C", "C", "N", "O", "O", "H", "H", "H", "H", "H", "O", "S", "O", "O", "C", "C", "C", "H", "H", "H", "H", "H", "H", "H", "H", "C", "C", "O", "C", "O", "O", "F", "H", "H", "H"], "coordinates": [[-0.0224, 0.5374, 3.6471], [-0.9921, 1.5675, 3.7920], [-1.4404, 1.8144, 5.0935], [-1.0921, 1.0203, 6.2189], [-0.2315, -0.0770, 6.0546], [0.2862, -0.2812, 4.7665], [-1.6381, 1.2457, 7.5799], [-2.3996, 2.2116, 7.7446], [-1.3101, 0.4197, 8.4609], [0.5118, 0.2650, 2.7488], [-1.2747, 2.2739, 3.0254], [-2.1149, 2.6298, 5.3094], [-0.1219, -0.7612, 6.8831], [0.9199, -1.1389, 4.5958], [0.7956, -6.4373, 3.9305], [1.2788, -5.2127, 4.4716], [1.2918, -4.0275, 3.7166], [0.7093, -4.0235, 2.4890], [0.1353, -5.1912, 1.9802], [0.1671, -6.4010, 2.6952], [0.8510, -2.8967, 1.5514], [-0.0025, -2.7029, 0.6796], [1.8111, -2.1929, 1.6541], [0.9401, -7.3680, 4.4589], [1.9102, -5.2317, 5.3476], [1.7300, -3.1239, 4.1140], [-0.2962, -5.1307, 0.9920], [-0.3618, -7.2680, 2.3277], [0.5782, 1.2405, -5.9617], [1.1313, 0.9780, -7.1664], [0.4356, 0.9612, -8.3305], [-0.8777, 1.3760, -8.2409], [-1.4970, 1.5899, -7.0279], [-0.7742, 1.5052, -5.8828], [-1.6576, 1.7078, -9.5011], [-1.0281, 1.6735, -10.5403], [-2.9003, 1.8657, -9.4844], [1.1271, 1.2031, -5.0324], [2.1350, 0.5842, -7.2294], [0.8956, 0.6839, -9.2675], [-2.5223, 1.9029, -6.8966], [-1.2875, 1.6746, -4.9478], [3.0343, -3.8773, -0.6045], [2.7383, -3.4701, -1.9086], [3.6548, -2.6045, -2.5295], [4.7458, -2.0606, -1.8683], [5.0223, -2.4857, -0.5616], [4.1359, -3.4017, 0.1014], [5.5946, -1.0699, -2.4752], [6.4802, -0.6037, -1.7462], [5.4632, -0.8834, -3.7125], [2.2173, -4.4394, -0.1768], [1.9359, -3.9956, -2.4050], [3.3122, -2.2072, -3.4735], [5.8446, -2.0256, -0.0339], [4.3200, -3.7605, 1.1033], [-4.3941, 4.3413, -1.7392], [-3.8739, 4.7151, -0.4293], [-3.1189, 5.9031, -0.2247], [-5.2628, 4.8166, 0.4695], [-5.1474, 5.0419, 1.8647], [-6.3914, 4.6099, 2.7026], [-3.0781, 3.2023, 0.2981], [-4.9962, 6.1100, 2.0206], [-4.2842, 4.5211, 2.2793], [-6.2706, 4.9560, 3.7291], [-6.5442, 3.5328, 2.7708], [-7.3504, 4.9959, 2.3571], [-3.8780, 2.4800, 0.4607], [-2.4572, 3.5278, 1.1328], [-2.4686, 2.7659, -0.4932], [2.0603, -0.0146, -0.3765], [2.2495, 0.8738, -1.6011], [0.9953, 1.5780, -1.4629], [0.6995, 1.7656, -0.1734], [-0.0908, 2.6340, 0.2374], [1.4683, 0.9155, 0.5529], [2.2620, 0.0392, -2.5997], [2.9727, -0.5221, -0.0635], [1.4800, -0.8962, -0.6486], [3.1223, 1.5267, -1.5920]], "atomic_forces_ev_per_a": [[-0.653, -0.302, 1.465], [1.485, -0.648, 1.327], [-0.411, -0.255, 1.265], [0.714, -0.558, -1.341], [-0.920, 0.728, -0.896], [-0.460, 0.498, -0.151], [-0.579, 0.032, 0.884], [1.333, -1.646, -0.131], [-0.771, 1.859, -1.574], [-0.339, 0.397, -0.376], [0.084, -0.290, -0.285], [-0.085, 0.139, -0.185], [0.434, 0.025, -0.088], [0.185, 0.053, 0.038], [0.288, 1.702, 0.327], [0.787, -0.716, -1.164], [0.119, -0.246, 1.402], [-0.535, -1.423, -1.414], [-0.108, -0.165, 0.005], [-0.279, 1.002, -0.043], [-1.830, 0.281, -0.806], [0.377, -0.843, 0.825], [1.364, 0.682, 0.823], [-0.150, 0.033, 0.139], [-0.392, 0.011, 0.382], [0.195, -0.066, 0.012], [-0.164, -0.134, -0.021], [0.254, -0.078, -0.287], [-0.768, 0.228, 1.795], [2.114, -1.530, -0.310], [-1.041, 0.631, -1.091], [-1.305, 0.709, -0.916], [-1.019, 0.545, -0.469], [0.407, -0.010, 0.803], [-1.678, -1.232, -0.610], [0.183, 0.307, 0.423], [2.483, -0.016, 0.885], [0.357, -0.054, -0.108], [0.336, 0.314, 0.213], [-0.104, 0.167, -0.038], [-0.160, -0.085, -0.713], [0.200, 0.028, 0.169], [-0.753, 0.620, -0.332], [2.310, -0.179, 0.661], [-1.771, 0.353, -0.649], [-1.085, -1.407, 1.454], [-1.122, -0.617, 0.747], [0.800, 0.782, -1.584], [1.519, 0.041, -1.763], [-1.267, 0.050, -1.472], [0.317, 0.151, 2.842], [0.452, -0.566, 0.604], [-0.192, 0.621, -0.322], [0.644, -0.031, -0.361], [0.097, -0.216, 0.013], [0.125, 0.273, 0.069], [0.991, 0.654, 1.700], [-2.357, -1.964, -0.692], [0.393, -0.033, 0.151], [0.726, -0.667, -0.861], [-0.577, 0.388, 1.315], [0.159, -0.171, -0.585], [-0.387, 1.135, -1.018], [0.105, 0.050, 0.023], [0.130, -0.063, -0.068], [0.224, 0.145, -0.046], [0.351, -0.125, -0.222], [0.231, 0.330, -0.303], [-0.010, 0.309, 0.532], [-0.245, -0.391, 0.005], [0.191, 0.434, 0.055], [1.427, 0.111, -0.085], [-1.183, -0.834, 3.537], [0.236, 1.066, -1.915], [-1.342, 2.260, 1.118], [2.643, -3.329, -0.985], [-0.546, -0.525, 0.477], [-0.174, -0.424, -2.831], [0.220, 0.863, 0.814], [-0.985, 0.530, 0.086], [-0.245, 0.307, -0.271]], "total_energy_ev": -79777.0570, "gap_ev": 8.8, "de_lowest_kcal_mol": 44.0, "smiles": "O=[N+]([O-])c1ccccc1.O=[N+]([O-])c1ccccc1.O=[N+]([O-])c1ccccc1.O=[N+]([O-])c1ccccc1.O=C1OC[C@@H](F)O1.CCOS(C)(=O)=O", "largest_force_ev_per_a": 4.4, "homo_ev": -10.19}